105
Properties=species:S:1:pos:R:3 method="wB97M-V/def2-TZVPD" de_lowest_kj_mol=28.05 lumo_energy_ha=0.065 charge=-1
Sr 0.31 2.43 0.15
Cl 5.91 0.96 6.00
C 4.93 1.53 4.65
C 3.53 1.50 4.65
Cl 2.76 1.25 6.16
C 2.81 1.71 3.49
Cl 1.12 1.50 3.51
C 3.40 2.12 2.19
O 2.74 2.36 1.13
C 4.86 2.15 2.27
Cl 5.69 2.67 0.86
C 5.60 1.96 3.47
Cl 7.26 2.38 3.55
F -2.58 -0.75 -3.87
C -2.13 -0.35 -2.61
F -3.10 0.42 -2.09
F -1.94 -1.45 -1.92
S -0.57 0.84 -2.46
O 0.16 0.40 -3.63
O -0.95 2.25 -2.36
O 0.09 0.46 -1.18
C -3.23 4.22 0.51
C -3.33 2.77 0.77
N -2.22 2.00 0.98
C -2.73 0.76 1.27
C -4.11 0.75 1.18
N -4.48 2.01 0.80
C -5.84 2.44 0.47
N -6.38 1.97 -0.78
N -7.71 1.63 -0.88
N -8.01 1.49 -2.11
C -6.93 1.80 -2.90
C -6.77 1.86 -4.32
C -5.49 2.06 -4.83
C -4.45 2.47 -3.96
C -4.61 2.50 -2.62
C -5.85 2.13 -2.06
H -2.20 4.54 0.85
H -3.96 4.88 1.08
H -3.24 4.46 -0.55
H -2.05 -0.03 1.53
H -4.90 0.04 1.37
H -5.86 3.52 0.41
H -6.52 2.08 1.30
H -7.66 1.75 -4.94
H -5.32 2.00 -5.90
H -3.51 2.80 -4.41
H -3.81 2.73 -1.96
C 0.37 6.79 -0.65
C 1.04 5.83 0.31
C 0.72 6.29 1.76
C 2.57 5.88 0.14
O 0.56 4.50 0.20
H 0.79 7.83 -0.53
H -0.73 6.87 -0.44
H 0.44 6.57 -1.72
H 1.28 7.27 1.95
H 1.07 5.57 2.55
H -0.37 6.45 1.91
H 2.96 6.87 0.39
H 2.86 5.70 -0.93
H 3.13 5.13 0.75
C 1.41 -6.45 0.10
C -0.01 -5.88 0.20
C -1.06 -6.83 0.36
C -2.35 -6.42 0.62
C -2.62 -5.06 0.66
C -1.63 -4.13 0.45
C -0.32 -4.52 0.22
Sb 1.10 -2.85 0.03
C 2.33 -3.68 -1.57
C 3.68 -3.97 -1.44
C 4.56 -3.61 -2.47
C 4.08 -3.39 -3.75
C 2.70 -3.45 -3.96
C 1.80 -3.53 -2.87
C 0.30 -3.38 -3.20
C 2.43 -3.31 1.78
C 1.76 -3.86 2.85
C 2.33 -3.92 4.11
C 3.64 -3.54 4.30
C 4.32 -2.97 3.28
C 3.68 -2.75 2.04
C 4.38 -1.73 1.10
H 1.42 -7.55 0.19
H 2.09 -6.07 0.91
H 1.88 -6.18 -0.88
H -0.85 -7.89 0.19
H -3.15 -7.12 0.76
H -3.62 -4.66 0.83
H -1.96 -3.08 0.42
H 4.09 -4.33 -0.48
H 5.62 -3.58 -2.29
H 4.75 -3.19 -4.56
H 2.32 -3.43 -5.00
H 0.10 -3.87 -4.14
H -0.02 -2.31 -3.25
H -0.32 -3.90 -2.44
H 0.74 -4.29 2.72
H 1.72 -4.25 4.98
H 4.15 -3.58 5.26
H 5.30 -2.53 3.41
H 5.35 -1.45 1.55
H 3.80 -0.80 0.91
H 4.65 -2.20 0.13

***

108
Properties=species:S:1:pos:R:3 method="wB97M-V/def2-TZVPD" de_lowest_kj_mol=14.93 spin_multiplicity=2 lumo_energy_ha="0.072 / 0.060" charge=-1 s2=0.76
Mo 0.51 -0.51 0.63
C -1.03 4.73 5.46
C -0.47 4.42 4.10
C 0.84 3.96 3.95
C 1.31 3.53 2.72
C 0.48 3.59 1.62
C -0.81 4.10 1.74
C -1.28 4.50 2.97
S 1.00 2.91 0.08
O 0.50 3.78 -0.96
O 2.40 2.61 0.16
N 0.21 1.50 0.04
C -1.10 1.37 -0.35
C -1.92 2.18 -1.13
C -3.20 1.72 -1.39
C -3.63 0.48 -0.93
C -2.74 -0.28 -0.20
N -1.52 0.17 0.09
H -1.60 3.88 5.82
H -1.70 5.59 5.42
H -0.23 4.95 6.18
H 1.48 3.90 4.82
H 2.30 3.12 2.62
H -1.46 4.15 0.87
H -2.30 4.84 3.07
H -1.56 3.12 -1.51
H -3.87 2.34 -1.98
H -4.63 0.12 -1.12
H -3.00 -1.25 0.22
C -0.95 -3.89 -4.91
N -1.45 -3.09 -3.80
N -0.67 -3.19 -2.65
C -0.47 -1.95 -2.11
O 0.12 -1.79 -1.02
C -1.10 -1.01 -2.99
C -1.63 -1.72 -4.01
C -2.29 -1.23 -5.24
C -0.57 -4.43 -1.96
C -1.62 -5.34 -2.03
C -1.50 -6.55 -1.36
C -0.36 -6.83 -0.62
C 0.67 -5.91 -0.55
C 0.58 -4.70 -1.23
H -0.89 -4.93 -4.61
H 0.05 -3.55 -5.22
H -1.65 -3.81 -5.74
H -1.09 0.06 -2.86
H -2.55 -0.18 -5.11
H -3.21 -1.79 -5.45
H -1.63 -1.31 -6.10
H -2.51 -5.09 -2.58
H -2.31 -7.26 -1.40
H -0.29 -7.77 -0.09
H 1.56 -6.11 0.03
H 1.38 -3.99 -1.18
F -2.26 -0.66 2.83
P -2.62 0.70 3.65
F -2.97 2.06 4.47
F -1.73 0.18 4.90
F -1.32 1.42 3.02
F -3.51 1.22 2.39
F -3.92 -0.02 4.28
C 0.99 4.88 -3.96
C 2.03 3.88 -3.57
C 3.31 4.27 -3.17
C 4.17 3.25 -2.81
N 3.82 1.97 -2.80
C 2.56 1.71 -3.13
S 1.96 0.08 -2.97
N 1.66 2.61 -3.57
H 1.41 5.69 -4.56
H 0.55 5.32 -3.06
H 0.19 4.39 -4.51
H 3.61 5.31 -3.14
H 5.19 3.47 -2.52
Cl 1.66 0.91 4.88
C 1.16 -0.73 4.74
C 1.10 -1.53 5.87
C 0.72 -2.86 5.76
C 0.40 -3.41 4.52
C 0.47 -2.59 3.41
Cl 0.14 -3.21 1.82
C 0.84 -1.24 3.48
N 0.88 -0.51 2.33
H 1.34 -1.10 6.83
H 0.66 -3.47 6.65
H 0.10 -4.44 4.42
C 4.86 -6.69 0.45
C 4.49 -5.24 0.27
C 4.30 -4.69 -0.99
C 3.95 -3.36 -1.16
C 3.79 -2.87 -2.58
C 3.76 -2.54 -0.04
Te 3.15 -0.48 -0.22
C 4.00 -3.07 1.24
C 3.96 -2.26 2.50
C 4.35 -4.41 1.37
H 4.78 -7.23 -0.50
H 4.21 -7.18 1.17
H 5.88 -6.80 0.81
H 4.42 -5.32 -1.87
H 4.58 -3.29 -3.21
H 3.80 -1.79 -2.67
H 2.83 -3.20 -3.00
H 3.54 -1.26 2.37
H 4.97 -2.14 2.90
H 3.37 -2.76 3.27
H 4.51 -4.80 2.36

***

106
Properties=species:S:1:pos:R:3 method="wB97M-V/def2-TZVPD" de_lowest_kj_mol=0.00 lumo_energy_ha=-0.036
O 0.85 4.11 -0.28
C 0.81 3.02 0.21
C -0.37 2.10 0.08
C -1.68 2.85 -0.16
C -2.81 1.81 -0.24
C -3.38 1.63 -1.63
C -4.31 0.39 -1.64
S -4.99 -0.14 -0.06
O -6.38 -0.41 -0.22
O -4.21 -1.28 0.35
O -4.76 0.98 1.05
C -3.98 2.14 0.68
N 1.90 2.52 0.95
C 2.35 1.21 0.54
C 1.86 0.06 1.13
C 2.26 -1.21 0.71
C 3.19 -1.32 -0.31
C 3.72 -0.17 -0.88
C 3.31 1.09 -0.47
H -0.20 1.40 -0.74
H -0.48 1.50 0.99
H -1.86 3.52 0.67
H -1.63 3.41 -1.08
H -2.41 0.84 0.08
H -3.97 2.51 -1.88
H -2.60 1.50 -2.37
H -3.74 -0.46 -1.97
H -5.13 0.51 -2.34
H -3.60 2.57 1.60
H -4.62 2.90 0.24
H 2.66 3.19 0.81
H 1.12 0.17 1.92
H 1.82 -2.07 1.19
H 3.49 -2.30 -0.65
H 4.47 -0.28 -1.66
H 3.73 1.97 -0.94
O 2.95 -1.51 -4.60
N 4.12 -1.21 -4.48
O 4.75 -1.28 -3.44
C 4.82 -0.72 -5.68
C 4.12 -0.61 -6.87
C 4.78 -0.14 -7.99
C 6.13 0.21 -7.91
C 6.81 0.07 -6.71
C 6.16 -0.39 -5.58
H 3.08 -0.88 -6.92
H 4.25 -0.03 -8.92
H 6.64 0.58 -8.79
H 7.86 0.34 -6.65
H 6.69 -0.50 -4.65
O 4.61 -4.10 -6.43
N 4.57 -5.30 -6.28
O 5.22 -6.10 -6.93
C 3.66 -5.84 -5.25
C 2.88 -4.96 -4.52
C 2.02 -5.48 -3.56
C 1.95 -6.85 -3.35
C 2.75 -7.71 -4.09
C 3.61 -7.21 -5.05
H 2.93 -3.90 -4.68
H 1.40 -4.81 -2.99
H 1.27 -7.24 -2.61
H 2.69 -8.78 -3.93
H 4.23 -7.87 -5.63
O -0.39 -6.20 -1.24
N -0.88 -7.28 -0.97
O -1.64 -7.90 -1.69
C -0.52 -7.88 0.33
C 0.31 -7.19 1.18
C 0.63 -7.75 2.41
C 0.12 -8.99 2.76
C -0.71 -9.68 1.88
C -1.04 -9.12 0.66
H 0.71 -6.22 0.90
H 1.28 -7.21 3.09
H 0.37 -9.42 3.72
H -1.11 -10.64 2.16
H -1.69 -9.65 -0.03
O -3.41 6.90 2.13
N -2.63 6.05 2.50
O -2.81 4.85 2.36
C -1.40 6.48 3.17
C -1.19 7.83 3.38
C -0.03 8.22 4.04
C 0.89 7.28 4.47
C 0.65 5.92 4.24
C -0.50 5.52 3.59
H -1.90 8.56 3.04
H 0.15 9.28 4.21
H 1.78 7.59 4.98
H 1.37 5.19 4.58
H -0.68 4.47 3.42
O -6.46 4.65 9.59
N -6.11 5.61 8.93
O -6.21 6.76 9.30
C -5.54 5.36 7.60
C -5.45 4.06 7.14
C -4.93 3.82 5.88
C -4.50 4.89 5.10
C -4.59 6.19 5.58
C -5.12 6.43 6.84
H -5.78 3.23 7.76
H -4.85 2.81 5.51
H -4.10 4.71 4.11
H -4.26 7.02 4.97
H -5.19 7.44 7.22

***

96
Properties=species:S:1:pos:R:3 method="wB97M-V/def2-TZVPD" de_lowest_kj_mol=295.82 lumo_energy_ha="-0.174 / -0.174" charge=+1
Ir -0.29 0.36 -0.71
C -0.40 -2.74 6.81
C -0.81 -1.29 6.49
C 0.21 -0.34 7.12
C -2.19 -1.00 7.10
C -0.91 -1.12 4.99
C -0.19 -0.16 4.28
C -0.31 -0.11 2.91
Br 0.66 1.23 1.93
C -1.11 -0.99 2.14
O -1.16 -0.94 0.87
C -1.89 -1.94 2.90
C -1.76 -1.96 4.27
C -2.83 -2.87 2.16
C -2.01 -3.76 1.22
C -3.64 -3.77 3.09
C -3.83 -2.03 1.35
H -0.30 -2.87 7.89
H 0.55 -2.98 6.35
H -1.14 -3.45 6.46
H 0.25 -0.50 8.19
H -0.07 0.70 6.95
H 1.20 -0.51 6.71
H -2.15 -1.13 8.18
H -2.96 -1.66 6.71
H -2.49 0.03 6.88
H 0.45 0.55 4.77
H -2.33 -2.68 4.82
H -1.29 -4.34 1.79
H -1.48 -3.17 0.48
H -2.67 -4.45 0.70
H -3.00 -4.43 3.66
H -4.29 -4.39 2.48
H -4.27 -3.18 3.75
H -3.32 -1.40 0.64
H -4.41 -1.39 2.02
H -4.51 -2.69 0.82
Se 0.23 -3.09 -1.88
Se 0.45 -1.63 -3.65
C -1.31 -0.88 -3.52
C -2.11 -0.75 -4.64
C -3.46 -0.47 -4.47
C -3.95 -0.38 -3.17
C -3.06 -0.45 -2.12
N -1.76 -0.65 -2.28
C 1.63 -2.43 -0.72
C 2.54 -3.34 -0.21
C 3.64 -2.86 0.47
C 3.79 -1.48 0.61
C 2.80 -0.66 0.11
N 1.73 -1.12 -0.53
H -1.68 -0.89 -5.62
H -4.11 -0.37 -5.32
H -5.00 -0.23 -2.97
H -3.41 -0.36 -1.09
H 2.40 -4.40 -0.38
H 4.40 -3.54 0.84
H 4.66 -1.05 1.10
H 2.87 0.42 0.20
C 5.58 0.96 -3.89
C 4.85 -0.12 -3.42
C 3.57 0.07 -2.93
C 3.00 1.33 -2.90
C 3.73 2.41 -3.40
C 5.01 2.22 -3.89
As 1.19 1.73 -2.26
C 0.34 2.07 -3.98
C 0.90 1.51 -5.13
C 0.29 1.67 -6.36
C -0.90 2.38 -6.45
C -1.48 2.91 -5.31
C -0.87 2.74 -4.08
C 1.61 3.44 -1.41
C 0.86 4.59 -1.53
C 1.20 5.72 -0.81
C 2.28 5.70 0.07
C 3.03 4.54 0.20
C 2.70 3.42 -0.54
H 6.58 0.81 -4.26
H 5.27 -1.12 -3.43
H 3.00 -0.79 -2.58
H 3.29 3.40 -3.41
H 5.57 3.06 -4.28
H 1.84 0.97 -5.06
H 0.74 1.24 -7.24
H -1.37 2.51 -7.41
H -2.41 3.46 -5.38
H -1.36 3.13 -3.19
H 0.01 4.63 -2.21
H 0.62 6.63 -0.92
H 2.53 6.57 0.64
H 3.87 4.51 0.88
H 3.31 2.52 -0.46
S -1.77 2.46 -0.36
C -3.12 2.37 -1.28
N -4.07 2.33 -1.93

***

Repeat the second record exactly.
108
Properties=species:S:1:pos:R:3 method="wB97M-V/def2-TZVPD" de_lowest_kj_mol=14.93 spin_multiplicity=2 lumo_energy_ha="0.072 / 0.060" charge=-1 s2=0.76
Mo 0.51 -0.51 0.63
C -1.03 4.73 5.46
C -0.47 4.42 4.10
C 0.84 3.96 3.95
C 1.31 3.53 2.72
C 0.48 3.59 1.62
C -0.81 4.10 1.74
C -1.28 4.50 2.97
S 1.00 2.91 0.08
O 0.50 3.78 -0.96
O 2.40 2.61 0.16
N 0.21 1.50 0.04
C -1.10 1.37 -0.35
C -1.92 2.18 -1.13
C -3.20 1.72 -1.39
C -3.63 0.48 -0.93
C -2.74 -0.28 -0.20
N -1.52 0.17 0.09
H -1.60 3.88 5.82
H -1.70 5.59 5.42
H -0.23 4.95 6.18
H 1.48 3.90 4.82
H 2.30 3.12 2.62
H -1.46 4.15 0.87
H -2.30 4.84 3.07
H -1.56 3.12 -1.51
H -3.87 2.34 -1.98
H -4.63 0.12 -1.12
H -3.00 -1.25 0.22
C -0.95 -3.89 -4.91
N -1.45 -3.09 -3.80
N -0.67 -3.19 -2.65
C -0.47 -1.95 -2.11
O 0.12 -1.79 -1.02
C -1.10 -1.01 -2.99
C -1.63 -1.72 -4.01
C -2.29 -1.23 -5.24
C -0.57 -4.43 -1.96
C -1.62 -5.34 -2.03
C -1.50 -6.55 -1.36
C -0.36 -6.83 -0.62
C 0.67 -5.91 -0.55
C 0.58 -4.70 -1.23
H -0.89 -4.93 -4.61
H 0.05 -3.55 -5.22
H -1.65 -3.81 -5.74
H -1.09 0.06 -2.86
H -2.55 -0.18 -5.11
H -3.21 -1.79 -5.45
H -1.63 -1.31 -6.10
H -2.51 -5.09 -2.58
H -2.31 -7.26 -1.40
H -0.29 -7.77 -0.09
H 1.56 -6.11 0.03
H 1.38 -3.99 -1.18
F -2.26 -0.66 2.83
P -2.62 0.70 3.65
F -2.97 2.06 4.47
F -1.73 0.18 4.90
F -1.32 1.42 3.02
F -3.51 1.22 2.39
F -3.92 -0.02 4.28
C 0.99 4.88 -3.96
C 2.03 3.88 -3.57
C 3.31 4.27 -3.17
C 4.17 3.25 -2.81
N 3.82 1.97 -2.80
C 2.56 1.71 -3.13
S 1.96 0.08 -2.97
N 1.66 2.61 -3.57
H 1.41 5.69 -4.56
H 0.55 5.32 -3.06
H 0.19 4.39 -4.51
H 3.61 5.31 -3.14
H 5.19 3.47 -2.52
Cl 1.66 0.91 4.88
C 1.16 -0.73 4.74
C 1.10 -1.53 5.87
C 0.72 -2.86 5.76
C 0.40 -3.41 4.52
C 0.47 -2.59 3.41
Cl 0.14 -3.21 1.82
C 0.84 -1.24 3.48
N 0.88 -0.51 2.33
H 1.34 -1.10 6.83
H 0.66 -3.47 6.65
H 0.10 -4.44 4.42
C 4.86 -6.69 0.45
C 4.49 -5.24 0.27
C 4.30 -4.69 -0.99
C 3.95 -3.36 -1.16
C 3.79 -2.87 -2.58
C 3.76 -2.54 -0.04
Te 3.15 -0.48 -0.22
C 4.00 -3.07 1.24
C 3.96 -2.26 2.50
C 4.35 -4.41 1.37
H 4.78 -7.23 -0.50
H 4.21 -7.18 1.17
H 5.88 -6.80 0.81
H 4.42 -5.32 -1.87
H 4.58 -3.29 -3.21
H 3.80 -1.79 -2.67
H 2.83 -3.20 -3.00
H 3.54 -1.26 2.37
H 4.97 -2.14 2.90
H 3.37 -2.76 3.27
H 4.51 -4.80 2.36